Here is a molecular structure, C28H37AsIrN4O4 in a non-equilibrium geometry from the Open Molecules 2025 dataset. Energies are from the ωB97M-V functional and the def2-TZVPD basis.

Each line ends with the Mulliken charge.
CARTESIAN COORDINATES (ANGSTROEM)
1 Ir -0.96 1.00 -0.45  0.66
2 O -2.82 2.40 6.25  -0.72
3 C -3.24 2.91 5.20  0.53
4 O -3.94 3.94 5.07  -0.73
5 C -2.71 2.39 3.85  0.29
6 C -3.06 3.17 2.74  -0.69
7 C -2.55 2.84 1.49  -0.19
8 N -1.74 1.75 1.30  -0.33
9 C -1.49 1.02 2.42  1.06
10 C -1.82 1.36 3.67  -0.88
11 C -0.67 -0.14 2.14  0.13
12 O -0.08 -0.88 2.93  -0.72
13 O -0.68 -0.44 0.83  -0.60
14 H -3.59 4.11 2.74  0.38
15 H -2.68 3.51 0.64  0.44
16 H -1.38 0.94 4.55  0.53
17 C 4.86 -0.42 4.95  -0.92
18 N 4.46 -0.53 3.56  0.24
19 C 3.50 0.50 3.10  -1.17
20 C 4.54 -1.74 2.84  -0.50
21 C 5.00 -1.49 1.40  -0.81
22 N 4.76 -2.46 0.39  0.12
23 C 5.65 -3.59 0.39  -1.06
24 C 3.40 -2.57 -0.19  -0.88
25 H 4.80 0.69 5.18  0.29
26 H 5.89 -0.82 5.02  0.28
27 H 4.27 -1.06 5.60  0.30
28 H 2.47 0.19 3.31  0.44
29 H 3.60 0.58 2.00  0.26
30 H 3.74 1.51 3.46  0.40
31 H 3.58 -2.18 2.73  0.27
32 H 5.15 -2.46 3.36  0.41
33 H 6.08 -1.12 1.39  0.27
34 H 4.39 -0.68 0.97  0.17
35 H 6.64 -3.11 0.39  0.33
36 H 5.57 -4.12 -0.59  0.39
37 H 5.62 -4.19 1.27  0.31
38 H 2.60 -2.31 0.53  0.23
39 H 3.23 -3.57 -0.65  0.34
40 H 3.34 -1.80 -0.96  0.27
41 N -0.59 2.36 -1.40  -0.37
42 C 0.29 3.31 -1.68  0.45
43 C -0.19 4.35 -2.56  -0.43
44 C 0.79 5.16 -3.11  -0.43
45 C 2.17 4.85 -2.87  -0.35
46 C 2.61 3.97 -1.90  -0.52
47 C 1.65 3.33 -1.18  -0.42
48 H -1.24 4.58 -2.72  0.38
49 H 0.48 5.99 -3.73  0.35
50 H 2.91 5.26 -3.52  0.35
51 H 3.71 3.77 -1.70  0.29
52 H 1.77 2.90 -0.16  0.38
53 C -1.03 -1.88 -2.55  -1.03
54 As -2.01 -0.30 -2.22  0.62
55 C -2.48 0.46 -3.95  -1.25
56 C -3.83 -0.97 -1.59  -1.59
57 C -4.53 -2.04 -2.40  0.76
58 C -4.76 -3.38 -1.88  -0.48
59 C -5.62 -4.22 -2.52  -0.59
60 C -6.16 -3.87 -3.80  -0.29
61 C -6.01 -2.59 -4.31  -0.79
62 C -5.22 -1.71 -3.55  -0.08
63 H 0.01 -1.65 -2.18  0.20
64 H -0.92 -2.26 -3.56  0.43
65 H -1.36 -2.74 -1.98  0.35
66 H -1.59 0.91 -4.43  0.39
67 H -3.25 1.28 -3.99  0.35
68 H -2.89 -0.31 -4.67  0.39
69 H -4.42 -0.03 -1.60  0.46
70 H -3.67 -1.25 -0.57  0.56
71 H -4.38 -3.61 -0.90  0.40
72 H -5.80 -5.17 -2.10  0.40
73 H -6.77 -4.63 -4.28  0.34
74 H -6.33 -2.30 -5.31  0.36
75 H -5.08 -0.69 -3.97  0.27

Summary:
Multiplicity: 5
Net charge: -1
Frontier orbital gap (alpha / beta) in eV: 5.43 / 6.42
LUMO energy (alpha / beta) in eV: 2.104 / 1.154

***

Here is a molecular structure, C28H37BeN4O3 in a non-equilibrium geometry from the Open Molecules 2025 dataset. Energies are from the ωB97M-V functional and the def2-TZVPD basis.

Each line ends with the Mulliken charge.
CARTESIAN COORDINATES (ANGSTROEM)
1 Be -1.67 2.67 2.82  0.58
2 C -0.63 -3.43 -0.94  -0.91
3 C 0.16 -2.25 -0.44  -0.08
4 O -0.58 -1.39 0.44  -0.18
5 H -1.18 -3.86 -0.10  0.31
6 H -0.01 -4.15 -1.48  0.34
7 H -1.39 -3.12 -1.66  0.27
8 H 0.62 -1.66 -1.23  0.32
9 H 1.00 -2.60 0.15  0.29
10 N 6.06 -8.18 3.07  -0.52
11 C 4.90 -7.65 2.57  -0.16
12 C 4.61 -6.31 2.67  -0.28
13 C 5.64 -5.38 3.01  -0.35
14 C 6.78 -5.90 3.58  -0.22
15 C 6.94 -7.27 3.64  -0.21
16 H 4.13 -8.32 2.22  0.35
17 H 3.67 -5.92 2.31  0.32
18 H 5.39 -4.34 3.11  0.37
19 H 7.54 -5.23 3.95  0.35
20 H 7.85 -7.71 4.00  0.37
21 N -2.31 4.58 -1.80  -0.56
22 C -2.05 4.01 -2.97  -0.06
23 C -2.22 4.64 -4.21  -0.43
24 C -2.82 5.89 -4.23  -0.20
25 C -3.16 6.51 -3.03  -0.35
26 C -2.87 5.83 -1.84  -0.20
27 H -1.75 2.98 -2.95  0.37
28 H -2.04 3.97 -5.04  0.36
29 H -3.09 6.37 -5.17  0.37
30 H -3.64 7.48 -3.02  0.37
31 H -3.20 6.22 -0.89  0.35
32 N 2.08 1.72 5.72  -0.54
33 C 2.75 0.53 5.65  -0.11
34 C 3.70 0.19 6.58  -0.40
35 C 3.85 0.99 7.71  -0.15
36 C 3.29 2.30 7.73  -0.39
37 C 2.40 2.57 6.74  -0.14
38 H 2.61 -0.14 4.81  0.35
39 H 4.19 -0.78 6.59  0.34
40 H 4.42 0.69 8.57  0.36
41 H 3.46 2.93 8.60  0.36
42 H 1.72 3.40 6.85  0.34
43 N -6.27 2.30 0.51  -0.54
44 C -6.59 1.31 -0.37  -0.22
45 C -7.75 1.44 -1.16  -0.31
46 C -8.63 2.53 -1.00  -0.30
47 C -8.27 3.51 -0.13  -0.27
48 C -7.11 3.38 0.67  -0.15
49 H -5.92 0.47 -0.43  0.37
50 H -7.96 0.66 -1.87  0.36
51 H -9.50 2.68 -1.62  0.38
52 H -8.91 4.34 0.12  0.34
53 H -6.88 4.19 1.34  0.34
54 C -5.62 -2.32 -5.65  -0.93
55 C -4.76 -1.11 -5.91  0.71
56 O -3.50 -1.21 -5.65  -0.59
57 C -5.37 0.17 -6.51  -0.96
58 H -5.58 -3.08 -6.43  0.28
59 H -6.62 -2.14 -5.26  0.32
60 H -5.12 -2.77 -4.79  0.30
61 H -4.60 0.82 -6.92  0.28
62 H -6.02 0.64 -5.77  0.26
63 H -6.09 -0.07 -7.30  0.34
64 C 7.47 0.06 -2.03  -1.02
65 C 7.53 0.84 -0.79  0.79
66 O 8.23 1.83 -0.68  -0.55
67 C 6.75 0.35 0.38  -1.07
68 H 7.73 0.50 -2.99  0.34
69 H 6.52 -0.47 -2.07  0.28
70 H 8.27 -0.68 -1.98  0.28
71 H 5.68 0.21 0.18  0.33
72 H 6.65 1.21 1.04  0.33
73 H 7.14 -0.48 0.96  0.28

Summary:
Net charge: +1
Frontier orbital gap in eV: 2.03
LUMO energy in eV: -9.141

***

Here is a molecular structure, C28H37BrCl5N2O4PdSbSi3 in a non-equilibrium geometry from the Open Molecules 2025 dataset. Energies are from the ωB97M-V functional and the def2-TZVPD basis.

Each line ends with the Mulliken charge.
CARTESIAN COORDINATES (ANGSTROEM)
1 Pd -4.37 10.79 13.99  0.09
2 C -6.53 5.17 13.93  -1.51
3 C -6.01 6.08 15.02  0.99
4 C -6.55 6.12 16.36  -0.64
5 C -5.85 6.83 17.32  -0.21
6 C -4.63 7.49 16.94  -0.12
7 Br -3.56 8.43 18.24  -0.14
8 N -4.19 7.50 15.73  -0.33
9 C -4.81 6.75 14.80  -0.52
10 H -6.77 5.70 13.00  0.27
11 H -7.40 4.60 14.18  0.42
12 H -5.78 4.40 13.65  0.35
13 H -7.46 5.62 16.61  0.49
14 H -6.32 6.92 18.31  0.42
15 H -4.24 6.56 13.86  0.53
16 Cl -0.94 10.65 14.91  -0.06
17 C -1.56 9.74 13.56  0.17
18 C -2.90 9.72 13.23  -0.58
19 C -3.51 8.95 12.29  0.75
20 Cl -5.26 9.00 12.37  0.04
21 C -2.73 8.12 11.52  0.21
22 Cl -3.49 7.24 10.25  -0.10
23 C -1.38 8.08 11.83  0.63
24 Cl -0.51 6.75 11.13  -0.03
25 C -0.75 8.87 12.83  0.22
26 Cl 0.96 8.72 13.10  -0.09
27 C -1.81 14.76 17.20  -1.12
28 Si -3.60 14.13 17.47  0.72
29 C -4.86 15.55 17.24  -1.13
30 C -3.86 13.56 19.27  -1.08
31 Sb -4.20 12.09 16.10  -0.38
32 Si -8.93 10.95 17.95  0.45
33 C -9.86 9.35 17.75  -1.07
34 C -10.20 12.39 18.19  -1.18
35 C -7.64 10.97 19.34  -1.06
36 Si -4.21 12.96 13.13  0.65
37 C -2.52 13.75 12.90  -0.86
38 C -4.98 12.40 11.44  -0.98
39 C -5.57 14.27 13.61  -0.87
40 H -1.23 14.26 16.40  0.30
41 H -1.28 14.68 18.17  0.38
42 H -1.93 15.85 16.91  0.34
43 H -4.53 16.49 16.81  0.40
44 H -5.34 15.65 18.21  0.40
45 H -5.71 15.21 16.61  0.25
46 H -3.60 14.24 20.04  0.42
47 H -3.33 12.60 19.43  0.35
48 H -4.98 13.37 19.43  0.18
49 H -10.84 9.47 17.23  0.33
50 H -10.20 8.89 18.67  0.47
51 H -9.32 8.55 17.23  0.24
52 H -9.75 13.36 18.40  0.33
53 H -10.85 12.14 19.03  0.39
54 H -10.84 12.51 17.31  0.34
55 H -6.76 10.43 19.06  0.28
56 H -8.07 10.51 20.19  0.45
57 H -7.38 12.00 19.58  0.20
58 H -1.86 12.98 12.49  0.28
59 H -2.04 14.00 13.91  0.13
60 H -2.59 14.67 12.30  0.39
61 H -4.29 11.74 10.90  0.29
62 H -5.18 13.28 10.82  0.45
63 H -5.94 11.85 11.65  0.14
64 H -5.16 15.07 14.22  0.32
65 H -6.31 13.74 14.22  0.14
66 H -6.13 14.73 12.80  0.47
67 O -7.00 9.55 15.46  -0.37
68 C -7.83 10.47 15.49  -0.18
69 O -8.02 11.31 16.58  -0.10
70 C -8.76 10.88 14.39  0.49
71 C -8.94 10.00 13.34  -0.30
72 C -9.99 10.06 12.42  -0.73
73 C -10.93 11.09 12.48  -0.66
74 C -10.66 12.07 13.51  -0.12
75 C -9.67 11.95 14.46  0.07
76 N -11.43 13.24 13.52  0.95
77 O -12.04 13.54 12.44  -0.54
78 O -11.46 13.92 14.60  -0.54
79 H -8.29 9.13 13.23  0.43
80 H -10.08 9.35 11.62  0.48
81 H -11.74 11.16 11.76  0.51
82 H -9.60 12.73 15.21  0.59

Summary:
Multiplicity: 5
Net charge: +2
Frontier orbital gap (alpha / beta) in eV: 6.90 / 3.40
LUMO energy (alpha / beta) in eV: -6.704 / -10.218